[1]
Density functional theory data (ωB97M-V/def2-TZVPD) for 2 unconnected molecules or ions with the total composition CH4O2.

Last column: Löwdin charge in e.
Atoms and positions in Å:
C (2.039, -0.069, 0.003)  -0.064
H (1.362, -0.862, -0.351)  0.013
H (2.017, -0.040, 1.084)  0.014
H (1.736, 0.895, -0.406)  0.011
H (3.051, -0.321, -0.341)  0.019
O (-1.571, -0.477, 0.000)  0.010
O (-0.979, 0.571, -0.001)  -0.004

For the HOMO energy, the calculation gives -0.366 hartree. The value obtained for the HOMO-LUMO gap is 7.85 eV. The maximum force comes out at 0.7 eV/A. Its net charge is 0. The calculation puts the relative energy (zero: lowest compared OMol25 entry of this formula, charge and spin) at 102.5 kcal per mole.

***

[2]
Density functional theory data (ωB97M-V/def2-TZVPD) for 2 unconnected molecules or ions with the total composition CH4O2.

Last column: Löwdin charge in e.
Atoms and positions in Å:
O (1.001, -0.008, 0.717)  -0.013
C (1.370, 0.962, 0.102)  -0.133
H (2.383, 1.020, -0.363)  0.085
H (0.685, 1.825, -0.075)  0.086
O (-1.969, -1.477, 0.177)  -0.089
H (-1.019, -1.295, -0.004)  0.019
H (-2.452, -1.027, -0.552)  0.045

For the HOMO energy, the calculation gives -0.389 hartree. The value obtained for the HOMO-LUMO gap is 11.11 eV. The maximum force comes out at 1.3 eV/A. Its net charge is 0. The calculation puts the relative energy (zero: lowest compared OMol25 entry of this formula, charge and spin) at 4.5 kcal per mole.

***

[3]
Density functional theory data (ωB97M-V/def2-TZVPD) for 2 unconnected molecules or ions with the total composition CH4O2S.

Last column: Löwdin charge in e.
Atoms and positions in Å:
S (0.875, -1.570, -0.622)  0.562
H (-0.051, -2.533, -0.655)  -0.194
H (1.659, -2.132, -1.544)  -0.212
O (-1.623, 0.651, 0.275)  0.038
C (-0.789, 1.317, 0.827)  -0.414
O (0.463, 1.467, 0.400)  0.039
H (-1.064, 1.868, 1.735)  0.140
H (0.530, 0.932, -0.415)  0.041

For the HOMO energy, the calculation gives -0.369 hartree. The value obtained for the HOMO-LUMO gap is 10.67 eV. The maximum force comes out at 1.0 eV/A. Its net charge is 0. The calculation puts the relative energy (zero: lowest compared OMol25 entry of this formula, charge and spin) at 2.1 kcal per mole.

***

[4]
Density functional theory data (ωB97M-V/def2-TZVPD) for 2 unconnected molecules or ions with the total composition CH4O2S.

Last column: Löwdin charge in e.
Atoms and positions in Å:
C (-2.248, 0.108, 0.166)  -0.426
O (-2.655, -1.080, -0.243)  0.083
O (-1.876, 0.996, -0.537)  0.066
S (2.322, -0.200, -0.373)  0.476
H (2.329, 1.100, -0.633)  -0.231
H (-2.305, 0.158, 1.265)  0.142
H (-2.595, -1.142, -1.212)  0.128
H (2.762, -0.019, 0.864)  -0.238

For the HOMO energy, the calculation gives -0.359 hartree. The value obtained for the HOMO-LUMO gap is 10.53 eV. The maximum force comes out at 1.0 eV/A. Its net charge is 0. The calculation puts the relative energy (zero: lowest compared OMol25 entry of this formula, charge and spin) at 2.3 kcal per mole.

***

[5]
Density functional theory data (ωB97M-V/def2-TZVPD) for a single CH4O2S3 molecule.

Last column: Löwdin charge in e.
Atoms and positions in Å:
C (0.140, -1.394, 0.214)  -0.943
O (-1.344, 2.348, 0.988)  -0.371
O (-0.042, 2.000, -1.006)  -0.427
S (-1.344, -0.482, -0.018)  0.672
S (1.494, -0.998, -1.019)  0.649
S (-0.508, 1.460, 0.266)  0.409
H (0.516, -1.155, 1.228)  0.026
H (-0.164, -2.476, 0.132)  0.052
H (0.493, -0.499, -1.739)  -0.165
H (0.761, 1.196, 0.954)  0.099

For the HOMO energy, the calculation gives -0.361 hartree. The value obtained for the HOMO-LUMO gap is 9.52 eV. The maximum force comes out at 3.7 eV/A. Its net charge is 0. The calculation puts the relative energy (zero: lowest compared OMol25 entry of this formula, charge and spin) at 11.0 kcal per mole.

***

[6]
Density functional theory data (ωB97M-V/def2-TZVPD) for 2 unconnected molecules or ions with the total composition CH4O3.

Last column: Löwdin charge in e.
Atoms and positions in Å:
O (3.430, -0.788, -0.200)  -0.111
H (2.780, -1.285, 0.347)  -0.066
H (3.090, -0.866, -1.121)  0.045
O (1.464, -1.582, 0.771)  0.014
O (0.000, 0.000, 0.000)  0.080
C (0.659, -0.643, 0.993)  -0.254
H (-0.742, 0.604, 0.276)  0.143
H (0.275, -0.355, 1.992)  0.149

For the HOMO energy, the calculation gives -0.372 hartree. The value obtained for the HOMO-LUMO gap is 10.28 eV. The maximum force comes out at 5.9 eV/A. Its net charge is 0. The calculation puts the relative energy (zero: lowest compared OMol25 entry of this formula, charge and spin) at 27.6 kcal per mole.